{"formula": "C4H11N2O", "method": "ωB97M-V/def2-TZVPD", "species": ["C", "C", "C", "C", "N", "N", "O", "H", "H", "H", "H", "H", "H", "H", "H", "H", "H", "H"], "coordinates": [[3.759, 0.701, -0.380], [-1.006, -1.174, 0.376], [0.641, 0.671, 1.161], [-0.427, 0.689, -1.005], [1.199, -1.023, -0.451], [0.125, -0.205, 0.109], [4.881, 0.717, -0.312], [1.892, -0.373, -0.766], [-1.926, -0.544, 0.564], [-1.379, -1.591, -0.485], [-0.620, -1.836, 1.035], [1.364, 1.283, 0.840], [-0.257, 1.148, 1.642], [0.931, 0.059, 2.071], [0.417, 0.794, -1.757], [-1.336, 0.393, -1.522], [-0.656, 1.610, -0.429], [0.844, -1.665, -1.158]], "forces_ev_per_a": [[0.8980, 0.0859, -0.0180], [-1.1791, 4.4897, 0.6295], [-4.1692, -3.4328, 4.7833], [1.4573, 1.8544, 0.1082], [-0.3693, -0.2594, 1.4982], [-1.0680, -1.4803, -4.1369], [-0.6383, 0.0294, -0.0176], [0.4989, 0.0172, -0.4701], [1.1348, -0.6966, 1.2168], [0.3162, -1.3604, -2.4497], [0.3264, -2.1585, 2.4911], [2.5148, 2.2842, -1.3299], [0.8701, 0.2732, -1.0240], [0.4311, 0.3188, -1.4503], [-1.2438, 0.3675, 1.0004], [0.1230, -0.7098, 0.3020], [0.1211, -0.1241, -1.1596], [-0.0241, 0.5016, 0.0267]], "total_charge": 1, "e_homo_ha": -0.5581, "spin_multiplicity": 1, "e_above_lowest_kcal_mol": 92.8, "orbital_gap_ev": 12.4}